Entry from the OMol25 dataset: 3 unconnected molecules or ions with the total composition C15H19F2O4P (the ωB97M-V functional and the def2-TZVPD basis).

As for the SMILES: CCCOP(=O)(O)O.Fc1ccccc1.Fc1ccccc1. The relative energy (zero: lowest compared OMol25 entry of this formula, charge and spin) is 0.0 kJ/mol.

Element x y z (Å)
C1 -1.1818 -2.7851 -3.5434
C2 -1.3791 -3.8554 -2.4603
C3 -0.3249 -3.8656 -1.3622
O1 0.9981 -3.6441 -1.9121
P1 1.9730 -2.6019 -1.2315
O2 2.0447 -2.5921 0.2277
O3 3.3218 -2.9356 -1.9868
O4 1.5072 -1.1905 -1.8251
H1 -2.1051 -2.2377 -3.7291
H2 -0.4209 -2.0588 -3.2621
H3 -0.8755 -3.2300 -4.4893
H4 -1.4341 -4.8487 -2.9075
H5 -2.3369 -3.6940 -1.9612
H6 -0.2801 -4.8376 -0.8733
H7 -0.5304 -3.1166 -0.5951
H8 3.1949 -3.3458 -2.8494
H9 1.3969 -0.5231 -1.1358
F1 -2.1271 -0.8013 1.3744
C4 -1.1207 -0.3470 2.1558
C5 0.1767 -0.6584 1.8070
C6 1.2053 -0.1915 2.6113
C7 0.9263 0.5832 3.7296
C8 -0.3905 0.8885 4.0466
C9 -1.4348 0.4172 3.2614
H10 0.3859 -1.2770 0.9475
H11 2.2252 -0.4434 2.3519
H12 1.7321 0.9508 4.3507
H13 -0.6124 1.4985 4.9131
H14 -2.4682 0.6439 3.4855
F2 0.5160 1.6016 -0.2365
C10 0.1662 2.8994 -0.0708
C11 -0.3101 3.3000 1.1613
C12 -0.6634 4.6330 1.3179
C13 -0.5383 5.5274 0.2634
C14 -0.0560 5.0883 -0.9616
C15 0.3036 3.7594 -1.1405
H15 -0.4038 2.5820 1.9655
H16 -1.0395 4.9725 2.2744
H17 -0.8163 6.5642 0.3956
H18 0.0423 5.7814 -1.7868
H19 0.6834 3.3914 -2.0836

Entry from the OMol25 dataset: a molecular structure, C12H27Cl2LaO5P2 (the ωB97M-V functional and the def2-TZVPD basis).

Its charge is +2. The relative energy (zero: lowest compared OMol25 entry of this formula, charge and spin) is 0.0 kJ/mol.

Element x y z (Å)
C1 -0.7348 -3.8157 -4.3283
C2 -0.2685 -2.9809 -3.2089
H1 -1.8323 -3.8459 -4.3711
H2 -0.3551 -4.8391 -4.1930
H3 -0.3433 -3.4230 -5.2831
O1 -0.9150 -2.0838 -2.6213
Cl1 1.4024 -3.2961 -2.6708
La1 0.5448 -0.8153 -0.9756
P1 -0.5401 1.7525 -2.1129
C3 -1.9756 2.8756 -2.0912
C4 0.8030 2.9946 -2.0581
H4 0.2797 0.5485 -4.0941
H5 -0.4839 2.0964 -4.5121
H6 -1.4920 0.6910 -4.0994
C5 -0.5594 1.2164 -3.8643
H7 1.7759 2.4939 -2.1225
H8 0.6871 3.6867 -2.9009
H9 -1.8448 3.6371 -2.8856
H10 -2.0356 3.3742 -1.1109
H11 0.7588 3.5564 -1.1164
H12 -2.9041 2.3105 -2.2615
C6 -1.8875 0.2627 -0.1813
O2 -2.7132 0.7199 0.4689
Cl2 2.8306 -0.0395 -1.8228
C7 0.6932 3.1473 1.8769
C8 1.6458 2.1127 1.3376
O3 0.9223 0.7889 1.0342
P2 0.8203 -0.2939 2.3752
O4 -0.7541 -0.1231 2.7293
C9 -1.3493 -0.4336 4.0332
C10 -0.6887 0.2952 5.1769
O5 0.6816 -1.6436 1.2888
C11 0.7080 -2.9762 1.9322
C12 1.7639 -3.8345 1.2835
H13 -0.0293 3.4397 1.1037
H14 1.2611 4.0387 2.1770
H15 0.1482 2.7878 2.7582
H16 2.0965 2.4058 0.3890
H17 2.4289 1.8500 2.0591
H18 -2.3962 -0.1313 3.9132
H19 -1.3073 -1.5220 4.1884
H20 -0.7843 1.3807 5.0413
H21 -1.2064 0.0204 6.1045
H22 0.3554 0.0084 5.3256
H23 0.9502 -2.8187 2.9882
H24 -0.3006 -3.3853 1.8670
H25 2.7549 -3.4159 1.4959
H26 1.7380 -4.8223 1.7377
H27 1.6510 -3.9529 0.2006

Entry from the OMol25 dataset: 14 unconnected molecules or ions with the total composition C30H52ClN15P (the ωB97M-V functional and the def2-TZVPD basis).

Its charge is +1. The value obtained for the total energy is -2796.87276 a.u.

Element x y z (Å)
C1 -1.2504 -0.6673 0.1750
C2 0.1579 -1.1230 0.5960
C3 1.0587 0.0954 0.4270
Cl1 0.8419 1.2324 1.7920
P1 2.8325 -0.2603 0.3017
N1 3.1626 -1.8613 -0.0267
C4 3.4731 0.7951 -1.0930
N2 2.8182 2.0749 -1.2386
H1 -1.9756 -1.4714 0.2369
H2 -1.1794 -0.2886 -0.8449
H3 -1.5606 0.1436 0.8300
H4 0.0882 -1.4551 1.6289
H5 0.4410 -1.9579 -0.0454
H6 0.7302 0.6311 -0.4614
H7 3.5083 0.0584 1.4841
H8 4.0756 -1.8646 -0.4861
H9 2.5346 -2.2497 -0.7354
H10 4.5420 0.9587 -0.9449
H11 3.3122 0.1884 -1.9834
H12 1.9601 2.0141 -1.7687
H13 2.6670 2.5595 -0.3628
C5 -2.0222 3.1464 2.6417
C6 -2.3246 4.5502 2.3865
N3 -2.5253 5.6608 2.1727
H14 -1.0365 2.9207 2.2394
H15 -2.0260 2.9470 3.7122
H16 -2.7649 2.5107 2.1601
C7 4.3557 -1.9191 4.1485
C8 3.2518 -2.5961 3.4721
N4 2.3838 -3.1423 2.9539
H17 4.6600 -2.4953 5.0195
H18 5.2036 -1.8259 3.4718
H19 4.0404 -0.9284 4.4716
C9 0.4647 6.4961 3.3934
C10 1.6095 7.1441 4.0278
N5 2.5125 7.6536 4.5212
H20 0.7868 6.0104 2.4739
H21 0.0445 5.7476 4.0615
H22 -0.3030 7.2297 3.1585
C11 1.9363 -5.8061 -0.6614
C12 1.7241 -4.6914 -1.5733
N6 1.5585 -3.8129 -2.2968
H23 1.2658 -6.6234 -0.9199
H24 2.9686 -6.1417 -0.7407
H25 1.7384 -5.4857 0.3605
C13 -5.2235 -1.4922 -0.8118
C14 -4.9514 -0.0792 -0.5509
N7 -4.7223 1.0295 -0.3490
H26 -4.2973 -2.0605 -0.7487
H27 -5.9249 -1.8716 -0.0766
H28 -5.6419 -1.6034 -1.7981
C15 -0.5553 -2.2128 -4.7403
C16 -1.6613 -2.9450 -5.3503
N8 -2.5218 -3.5194 -5.8491
H29 -0.2060 -2.7381 -3.8532
H30 0.2648 -2.1337 -5.4512
H31 -0.8821 -1.2118 -4.4608
C17 5.2143 -2.7795 -3.7599
C18 5.0131 -3.6595 -2.6140
N9 4.8546 -4.3504 -1.7091
H32 6.2596 -2.7865 -4.0588
H33 4.5974 -3.1119 -4.5927
H34 4.9341 -1.7623 -3.4940
C19 -8.6486 -3.6646 1.6614
C20 -7.6329 -2.6639 1.9721
N10 -6.8317 -1.8759 2.2100
H35 -9.6308 -3.2917 1.9441
H36 -8.6387 -3.8762 0.5937
H37 -8.4421 -4.5809 2.2102
C21 -3.6500 3.2601 6.9480
C22 -3.4890 1.8606 6.5603
N11 -3.3596 0.7627 6.2495
H38 -3.9263 3.3212 7.9983
H39 -2.7157 3.7966 6.7946
H40 -4.4308 3.7215 6.3466
C23 2.2877 5.9888 -1.1456
C24 2.1119 5.0583 -0.0352
N12 1.9600 4.3204 0.8331
H41 3.3408 6.0555 -1.4099
H42 1.7260 5.6427 -2.0106
H43 1.9298 6.9761 -0.8595
C25 8.0019 -0.6331 -0.5385
C26 7.8508 -0.7109 -1.9895
N13 7.7598 -0.7638 -3.1333
H44 8.3261 -1.5967 -0.1506
H45 8.7440 0.1214 -0.2864
H46 7.0520 -0.3642 -0.0794
C27 -5.8032 -4.5420 -4.6957
C28 -6.0916 -4.0302 -3.3618
N14 -6.2933 -3.6174 -2.3084
H47 -6.7310 -4.7813 -5.2112
H48 -5.2553 -3.7952 -5.2672
H49 -5.1952 -5.4406 -4.6182
C29 -1.5112 4.5510 -2.0274
C30 -1.2828 3.1801 -2.4765
N15 -1.1097 2.1052 -2.8444
H50 -1.7731 4.5545 -0.9704
H51 -0.6120 5.1448 -2.1745
H52 -2.3268 4.9939 -2.5947

Entry from the OMol25 dataset: 2 unconnected molecules or ions with the total composition C2H2FN3O (the ωB97M-V functional and the def2-TZVPD basis).

Its expectation value of S² is 2.014. As for the spin multiplicity: 3. The relative energy (zero: lowest compared OMol25 entry of this formula, charge and spin) is 214.6 kJ/mol.

Element x y z (Å)
C1 0.7351 -1.2755 -0.1909
C2 2.9618 0.0515 0.0176
N1 1.3993 -2.1889 -0.4001
N2 2.6245 1.1713 -0.0802
N3 -0.0404 -0.2597 0.1109
O1 1.8465 2.0535 -0.2854
F1 3.9738 -0.6889 0.2759
H1 0.0246 0.5770 -0.4484
H2 -0.9486 -0.4752 0.4928

Entry from the OMol25 dataset: a molecular structure, C30H40BrCaF6N7O6S3 (the ωB97M-V functional and the def2-TZVPD basis).

The relative energy (zero: lowest compared OMol25 entry of this formula, charge and spin) is 142.0 kJ/mol.

Element x y z (Å)
Ca1 0.8445 0.9944 0.1054
C1 2.2413 -3.3994 2.0620
C2 2.6609 -1.9564 1.9963
C3 2.5523 -1.1020 3.0949
C4 1.7850 -1.5427 4.3124
C5 3.1159 0.1809 3.0377
C6 3.1925 1.0374 4.2746
C7 3.6828 0.6504 1.8415
C8 4.3004 2.0241 1.7735
C9 3.7342 -0.1965 0.7235
C10 4.4433 0.2592 -0.5277
C11 3.2139 -1.4907 0.8023
C12 3.2373 -2.3898 -0.4009
H1 1.4190 -3.6182 1.3824
H2 1.9305 -3.7014 3.0551
H3 3.0710 -4.0455 1.7698
H4 2.4119 -2.0653 5.0388
H5 0.9684 -2.2028 4.0355
H6 1.3337 -0.6951 4.8175
H7 2.4671 1.8486 4.2586
H8 4.1774 1.4952 4.3615
H9 3.0335 0.4593 5.1782
H10 5.3873 1.9711 1.8902
H11 3.9134 2.6802 2.5464
H12 4.1058 2.5062 0.8187
H13 3.7787 0.7415 -1.2477
H14 4.9070 -0.5815 -1.0415
H15 5.2352 0.9646 -0.2871
H16 4.0455 -3.1246 -0.3503
H17 3.3446 -1.8217 -1.3176
H18 2.3055 -2.9478 -0.4807
F1 -2.4295 3.2118 2.5092
C13 -1.3080 3.3472 3.2029
F2 -1.1945 4.6119 3.5978
F3 -1.3572 2.5632 4.2760
S1 0.1930 2.8672 2.2084
O1 0.1437 1.4118 2.1988
O2 1.3182 3.4876 2.8175
N1 -0.1488 3.4238 0.7353
S2 1.0632 3.9816 -0.1766
O3 1.6698 5.2041 0.2106
O4 1.9546 2.8723 -0.4617
C14 0.2150 4.3554 -1.8112
F4 -1.0613 3.9979 -1.8442
F5 0.8632 3.7032 -2.7755
F6 0.2901 5.6547 -2.0488
S3 -3.0891 -0.0029 0.6811
C15 -3.9358 1.4041 0.3370
N2 -3.4216 2.4321 -0.3520
C16 -4.1118 3.6978 -0.5603
C17 -5.1827 3.9028 0.5018
C18 -6.0502 2.6614 0.5643
N3 -5.1953 1.5237 0.8020
H19 -2.4666 2.3075 -0.6715
H20 -4.5664 3.7196 -1.5596
H21 -3.3795 4.4948 -0.5139
H22 -5.7858 4.7786 0.2639
H23 -4.7125 4.0662 1.4704
H24 -6.6098 2.5387 -0.3727
H25 -6.7759 2.7218 1.3780
H26 -5.5414 0.7175 1.2927
C19 -0.6177 -5.0713 -1.8018
C20 -1.7702 -5.1827 -0.8105
C21 -1.3357 -5.8726 0.4747
C22 -2.4153 -3.8238 -0.5385
N4 -1.4707 -2.8669 -0.0084
C23 -0.7248 -1.9506 -0.6328
N5 -0.0084 -1.3244 0.2673
N6 -0.3431 -1.8582 1.4480
N7 -1.2048 -2.7749 1.2984
H27 -0.2354 -6.0578 -2.0542
H28 0.2117 -4.5035 -1.3780
H29 -0.9157 -4.5803 -2.7273
H30 -2.5669 -5.7768 -1.2739
H31 -0.6088 -5.2687 1.0189
H32 -0.8696 -6.8305 0.2507
H33 -2.1782 -6.0513 1.1400
H34 -3.2306 -3.8876 0.1822
H35 -2.8144 -3.3885 -1.4572
H36 -0.7313 -1.7795 -1.6935
Br1 1.5723 -2.1871 -3.8477
C24 0.5120 -0.8004 -4.5882
C25 0.1367 -0.9590 -5.9153
C26 -0.6955 -0.0316 -6.5121
C27 -1.1786 1.0438 -5.7781
C28 -0.8114 1.1831 -4.4555
C29 0.0570 0.2808 -3.8403
C30 0.4247 0.5573 -2.4096
O5 -0.4203 1.2228 -1.7428
O6 1.5062 0.1506 -1.9294
H37 0.4962 -1.8127 -6.4696
H38 -0.9736 -0.1581 -7.5477
H39 -1.8396 1.7661 -6.2337
H40 -1.1831 2.0049 -3.8564

Please write out number 1 again, unchanged.
Entry from the OMol25 dataset: 3 unconnected molecules or ions with the total composition C15H19F2O4P (the ωB97M-V functional and the def2-TZVPD basis).

As for the SMILES: CCCOP(=O)(O)O.Fc1ccccc1.Fc1ccccc1. The relative energy (zero: lowest compared OMol25 entry of this formula, charge and spin) is 0.0 kJ/mol.

Element x y z (Å)
C1 -1.1818 -2.7851 -3.5434
C2 -1.3791 -3.8554 -2.4603
C3 -0.3249 -3.8656 -1.3622
O1 0.9981 -3.6441 -1.9121
P1 1.9730 -2.6019 -1.2315
O2 2.0447 -2.5921 0.2277
O3 3.3218 -2.9356 -1.9868
O4 1.5072 -1.1905 -1.8251
H1 -2.1051 -2.2377 -3.7291
H2 -0.4209 -2.0588 -3.2621
H3 -0.8755 -3.2300 -4.4893
H4 -1.4341 -4.8487 -2.9075
H5 -2.3369 -3.6940 -1.9612
H6 -0.2801 -4.8376 -0.8733
H7 -0.5304 -3.1166 -0.5951
H8 3.1949 -3.3458 -2.8494
H9 1.3969 -0.5231 -1.1358
F1 -2.1271 -0.8013 1.3744
C4 -1.1207 -0.3470 2.1558
C5 0.1767 -0.6584 1.8070
C6 1.2053 -0.1915 2.6113
C7 0.9263 0.5832 3.7296
C8 -0.3905 0.8885 4.0466
C9 -1.4348 0.4172 3.2614
H10 0.3859 -1.2770 0.9475
H11 2.2252 -0.4434 2.3519
H12 1.7321 0.9508 4.3507
H13 -0.6124 1.4985 4.9131
H14 -2.4682 0.6439 3.4855
F2 0.5160 1.6016 -0.2365
C10 0.1662 2.8994 -0.0708
C11 -0.3101 3.3000 1.1613
C12 -0.6634 4.6330 1.3179
C13 -0.5383 5.5274 0.2634
C14 -0.0560 5.0883 -0.9616
C15 0.3036 3.7594 -1.1405
H15 -0.4038 2.5820 1.9655
H16 -1.0395 4.9725 2.2744
H17 -0.8163 6.5642 0.3956
H18 0.0423 5.7814 -1.7868
H19 0.6834 3.3914 -2.0836